No. 1
A structure of composition C41H58BN7O3S6Sn. Source: the Open Molecules 2025 dataset; level of theory: ωB97M-V with the def2-TZVPD basis set.

E_LUMO: 3.64 eV
Orbital gap: 4.81 eV
Total charge: -2

XYZ file:
```
117
Properties=species:S:1:pos:R:3:forces:R:3:lowdin_charge:R:1
C -0.615950 -3.971803 0.658968 -0.1 -0.1 0.0 -0.53
H 2.281550 -4.115103 1.407868 0.1 -0.1 0.0 0.10
H 4.746850 2.404397 -0.646732 0.0 0.0 0.0 0.08
H -1.725550 -4.930603 -5.268832 -0.1 -0.1 -0.1 0.07
H 0.314250 -5.155203 2.232668 0.1 -0.1 0.0 0.07
N 1.399650 -1.142203 -2.994432 0.5 0.1 -0.5 0.02
C -0.850050 -4.323003 -5.039132 0.0 0.2 0.0 -0.06
N 1.779050 -1.582603 -0.563732 0.7 0.0 0.2 0.04
H -3.022150 6.603197 1.820968 0.0 0.0 0.0 0.10
C -1.469150 3.410897 -1.640332 0.2 -0.2 0.1 -0.08
H 2.763050 3.979897 -1.447332 0.1 0.1 0.0 0.10
H -2.216750 4.166397 -1.881132 -0.1 0.0 -0.1 0.09
H -1.364950 -5.760803 -0.326432 -0.1 -0.1 0.0 0.08
O -1.899350 1.124497 2.380468 1.1 -1.0 -0.6 -0.66
H 4.587550 -1.647803 5.180168 0.0 0.0 0.0 0.09
C 1.853750 -1.051803 -4.264332 0.0 -0.1 -0.3 -0.29
C -3.657550 1.254397 4.343168 -0.1 0.1 -0.6 -0.27
C 0.567250 -3.070803 0.422268 0.2 0.2 -0.2 -0.28
C -0.482150 -5.122203 -0.355632 0.0 0.1 0.1 -0.04
S 0.860950 2.689897 1.631468 -1.0 0.3 -0.9 0.73
C 3.452550 0.117797 2.522668 0.1 0.0 0.2 -0.08
C -0.585350 -4.561503 2.074468 0.0 0.2 -0.2 -0.05
C 2.849550 1.787197 -1.367032 0.0 0.3 0.1 -0.30
H 3.230650 -0.382603 -5.734932 0.0 0.0 0.0 0.07
Sn -1.244950 0.237097 -0.261532 -0.7 -0.1 -0.5 1.15
H 1.198350 5.542097 -2.098632 0.1 0.1 -0.1 0.07
C 2.543350 -1.536203 4.551768 -0.3 0.0 -0.1 -0.10
C 3.119850 -0.368103 -4.651032 -0.1 -0.1 0.2 -0.04
C -2.632050 3.491097 3.068568 -0.4 -0.1 -0.3 -0.35
H -0.922550 4.589097 -4.064732 -0.1 0.1 0.0 0.08
S -5.958950 0.136597 -1.947532 -0.6 -0.1 -0.1 0.29
H 4.523450 -2.294203 -0.877632 0.1 0.0 0.0 0.07
H -0.369550 -4.716003 -1.358032 0.0 0.0 -0.1 0.07
H -2.510250 -2.088803 -3.017132 -0.1 0.0 0.1 -0.01
H 4.556350 -3.043203 0.729468 0.0 0.0 0.0 0.08
H 3.978450 -0.870403 -4.203732 0.1 0.1 0.0 0.07
H -1.316350 7.069597 3.546568 0.0 0.1 0.0 0.10
H -0.474350 2.877497 -4.131932 -0.1 -0.1 -0.1 0.08
N 1.893950 0.854097 -1.559532 0.7 0.3 0.2 0.02
H 4.419050 -1.290503 0.571468 0.2 0.0 0.0 0.04
N 0.527650 -2.004503 -0.360132 -1.0 -0.4 0.4 0.04
H 3.795650 0.783297 1.746868 0.0 0.1 -0.1 0.09
H -1.921750 -2.779303 -0.563232 -0.1 0.0 -0.1 0.05
H -0.513850 5.881297 -1.844032 -0.1 0.0 -0.1 0.08
H -1.978250 0.551297 6.270768 0.0 -0.1 0.0 0.10
H -0.279150 -4.816403 -4.252932 0.0 -0.1 0.1 0.08
C -0.580850 0.097797 4.696668 0.1 -0.6 0.0 -0.30
C -3.123850 4.514297 2.278568 -0.1 -0.1 0.0 -0.08
C -2.034650 -2.199403 -5.693132 0.1 0.0 0.1 -0.05
C 0.281550 5.161797 -1.648332 0.1 -0.2 0.0 -0.06
C -4.368250 0.452297 -1.567432 0.0 0.0 -0.1 -1.90
H 0.418850 5.084397 -0.571032 0.0 0.1 0.1 0.05
C 4.346150 -0.400603 3.450368 0.0 0.1 -0.1 -0.09
C -0.062150 -2.139703 -4.204232 0.2 0.2 0.0 -0.27
C -1.657450 3.744997 4.017268 0.0 0.0 0.1 -0.10
C 4.121750 -2.241103 0.132668 -0.1 0.1 -0.2 -0.03
C 3.891350 -1.235703 4.460368 0.1 0.0 0.1 -0.10
H -3.846650 4.274897 1.512368 -0.1 0.0 -0.1 0.11
C 1.662350 -1.011603 3.615768 -0.1 -0.2 0.2 -0.35
H 3.317750 -0.796203 -1.948332 0.2 0.1 0.1 0.11
H -1.400150 3.324297 -0.553832 -0.1 0.1 0.0 0.05
C 1.897250 -3.338003 0.770668 0.3 0.1 0.0 0.01
H -2.314950 -1.206603 -5.349232 -0.1 0.1 0.0 0.07
C -0.186050 3.851597 -3.746332 0.0 0.0 0.2 -0.04
H -0.605350 -3.766303 2.813868 -0.1 0.0 0.1 0.03
S -0.103550 -1.416103 3.710968 1.0 0.8 1.6 0.97
N 0.239550 -1.794703 -2.964532 -1.0 -0.5 -0.1 0.15
C -1.699550 6.066197 3.419568 0.0 0.1 -0.1 -0.10
C -1.195050 5.036697 4.195368 0.0 -0.1 0.1 -0.09
S -3.113850 0.303697 -2.695932 0.7 0.1 -0.2 0.37
C -0.108750 3.790097 -2.213232 -0.2 0.2 0.0 -0.54
H 4.350750 0.700797 -0.319832 0.2 0.0 0.0 0.04
C 0.940750 -1.688603 -5.077332 0.2 0.1 0.0 0.00
H 2.172050 -2.172103 5.343668 0.0 -0.1 0.1 0.10
C 0.932650 2.767697 -1.845732 0.3 -0.1 -0.1 -0.29
H -3.307850 1.967897 5.087868 0.0 0.0 0.0 0.07
H 4.824050 1.200097 -1.943132 0.1 -0.1 0.0 0.08
H -3.095650 -3.646103 -3.620832 -0.1 -0.1 -0.1 0.09
H -3.912250 -0.749803 5.078168 0.0 0.1 -0.1 0.11
H -1.791550 2.455397 -2.053332 -0.2 0.0 0.0 -0.01
H 3.110350 0.664797 -4.306232 0.1 0.1 0.0 0.07
H -0.709250 0.876297 3.945868 0.2 0.0 0.0 0.05
H 1.008150 -1.815003 -6.143032 0.0 0.0 -0.2 0.09
C 2.109750 -0.207303 2.585868 -0.2 -0.1 0.0 -0.09
O -0.645150 -1.247403 2.371068 -0.5 -0.1 -1.0 -0.55
N 0.731750 1.452797 -1.854232 -1.0 0.2 -0.2 0.07
H -0.220850 -4.264303 -5.926732 0.1 0.0 -0.1 0.07
C -1.929150 -3.232303 0.425268 0.2 0.2 0.0 -0.06
O 0.313250 4.068397 1.503968 0.5 -0.4 0.3 -0.57
C -1.868150 -0.182003 5.463768 -0.1 0.0 -0.1 -0.25
S -3.164350 1.813997 2.607668 -0.9 1.4 1.9 0.84
B 2.144350 -0.660503 -1.745332 -0.2 -0.2 -0.1 -0.54
C -2.206350 -3.070803 -3.365032 0.2 0.1 -0.1 -0.07
H 5.398050 -0.155403 3.381768 0.1 0.0 0.0 0.10
H -1.411650 -2.100503 -6.581532 0.1 0.0 -0.1 0.07
H -1.678350 -3.563603 -2.557332 0.0 -0.1 0.1 0.05
H 0.781350 4.123097 -4.170732 0.1 0.0 0.0 0.08
C 4.277850 1.504497 -1.047332 -0.1 -0.2 -0.1 -0.03
S -3.959650 0.959897 0.041168 0.0 0.1 0.0 0.28
C 2.638150 -2.374603 0.117468 0.2 -0.5 0.3 -0.29
H -2.034050 -2.433403 1.155968 -0.1 0.0 0.0 0.05
H -4.745550 1.275097 4.318068 -0.1 0.0 0.1 0.08
H -2.907150 -0.616103 3.631168 -0.1 -0.2 0.0 0.10
H -0.415750 5.234697 4.919868 0.0 0.0 0.0 0.10
H -1.781750 -1.167603 5.932368 0.0 0.0 0.1 0.10
C -2.658850 5.806097 2.455068 0.1 0.2 0.0 -0.08
H -1.240650 2.933197 4.596368 0.1 -0.1 0.1 0.10
C -1.287650 -2.925603 -4.571032 -0.1 -0.2 0.1 -0.55
H -2.778350 -3.908903 0.508768 -0.1 -0.1 0.0 0.09
H 0.397850 -5.728103 -0.135732 0.1 0.0 0.0 0.08
H 0.240850 0.328897 5.374368 0.1 -0.1 0.0 0.09
H -2.940450 -2.742503 -5.960732 -0.1 -0.1 0.0 0.08
N 0.216850 1.592997 0.878568 0.7 0.7 0.6 -0.51
H 1.404350 0.173597 1.858968 0.0 0.0 -0.1 0.04
H -1.450750 -5.205303 2.229268 -0.1 -0.1 0.0 0.08
C -3.131750 -0.154203 4.594568 0.0 0.0 0.1 -0.24
C 2.272450 3.028897 -1.539432 0.1 -0.2 0.0 0.00
```
Forces are in eV/Å.



No. 2
A structure of composition C41H58CsN11O14SSi. Source: the Open Molecules 2025 dataset; level of theory: ωB97M-V with the def2-TZVPD basis set.

E_LUMO: 3.21 eV
Relative energy (zero: lowest compared OMol25 entry of this formula, charge and spin): 0.0 kcal per mole
Orbital gap: 7.27 eV
Total charge: -2

XYZ file:
```
127
Properties=species:S:1:pos:R:3:forces:R:3:lowdin_charge:R:1
H -1.349087 -0.577197 -5.381422 0.2 -0.2 -0.3 0.09
H 0.588299 -3.210181 4.448386 -0.3 0.0 0.0 0.11
O -1.722848 -1.196599 -1.879835 -0.2 0.4 -0.1 -0.11
N -0.713160 3.190460 2.663713 0.0 0.2 0.1 0.07
O 3.282202 -1.052334 7.618383 0.4 0.2 0.1 0.07
C 2.800362 2.474168 2.043048 0.5 -0.3 0.1 -0.28
C -6.516595 -5.247621 1.752391 -0.2 0.6 -0.2 -0.28
C 5.166901 2.006985 0.731150 0.5 -0.1 -0.1 -0.08
H 6.372966 -0.896662 4.718418 0.0 -0.1 0.2 0.07
H -3.196371 3.260407 -4.996346 0.1 0.0 0.0 0.08
H -2.346706 1.467498 -7.454662 -0.2 -0.1 -0.1 0.07
C -7.528441 -6.009965 0.915904 0.5 0.1 -0.1 -0.07
H 4.259829 1.842951 -6.190247 -0.4 0.0 0.2 0.08
H -0.675058 4.415887 -3.996886 -0.3 0.1 -0.2 0.07
H -3.612194 1.894851 -3.929675 -0.1 0.2 -0.2 0.09
H 3.033168 2.715750 -5.159668 0.3 -0.2 -0.3 0.08
H -8.518958 -6.082082 1.355875 0.0 -0.2 0.3 0.07
H -1.371309 -1.966659 -1.434128 0.2 -0.3 0.1 -0.01
H 1.460026 -2.020101 -1.458805 0.3 0.6 0.3 0.04
H 3.994655 3.007144 3.734852 0.1 0.0 0.2 0.10
H -2.438181 -0.259584 -4.063976 0.0 0.1 -0.6 0.08
H -1.550153 2.914156 -6.799317 -0.1 0.0 0.0 0.08
H -4.161665 1.926249 -5.612468 -0.3 -0.3 -0.4 0.07
N 5.431772 -1.537701 1.835924 0.4 -0.2 0.1 0.14
H 3.789415 -0.649159 -6.571857 0.4 -0.1 -0.1 0.07
C -4.544621 -3.380275 2.567445 0.1 -1.0 -0.2 -0.24
H -7.681080 -5.483442 -0.034896 0.2 0.0 0.1 0.08
N 3.522024 -0.714898 2.576846 -0.2 0.3 0.3 -0.02
C -4.756090 3.420097 3.986328 0.0 -0.3 -1.1 -0.09
N 6.701485 -0.981192 3.762542 -0.2 0.0 -0.1 0.13
C 0.167266 4.893728 -3.513908 0.5 0.3 -0.9 -0.04
H 0.894782 5.195016 -4.305921 -0.4 -0.2 0.4 0.09
C -3.421626 3.292389 3.670260 0.4 -0.4 0.0 -0.02
H 2.299244 -1.366852 -5.947288 -0.1 -0.2 -0.2 0.08
O -4.009853 -1.073136 3.605235 0.3 -0.4 0.0 -0.35
C -1.598059 2.396522 2.175667 0.0 0.0 -0.1 -0.31
C 1.655148 -3.204460 4.601884 -0.4 0.2 0.1 -0.03
O 1.858034 -1.183705 -1.142086 -0.3 -0.5 -0.2 -0.21
N 4.431197 -0.389669 3.455219 0.2 -0.6 -0.6 0.08
C -2.247773 -0.026104 -5.133480 -0.2 -0.7 1.2 -0.03
C 2.737750 -0.476937 -6.389612 -0.5 0.3 0.1 -0.04
H 2.798984 -0.620055 -3.655521 0.4 0.2 -0.2 0.08
O -1.061920 1.963141 -4.389621 0.0 -0.2 0.0 -0.11
H 4.443773 -4.632296 3.509845 0.7 -0.7 -0.5 0.11
H -1.990948 0.181571 -0.212416 -0.1 -0.2 -0.1 0.10
H -6.059003 1.534021 1.480787 -0.3 -0.1 -0.2 0.11
H 6.187239 2.599241 2.496163 0.0 0.2 0.2 0.09
O 1.221984 2.745257 -3.357938 0.0 0.1 0.1 -0.11
C 2.194640 -2.330210 5.527987 -1.1 0.1 0.1 0.00
H 2.832695 4.576153 -2.776428 0.1 0.0 -0.2 0.07
C -3.978351 1.886430 1.777477 -0.1 0.6 0.5 -0.18
H -1.380930 -3.506025 0.506864 0.3 -0.2 -0.3 0.01
C -2.253359 0.898350 0.557205 1.2 -0.4 0.1 -0.19
C 0.814405 3.877247 -2.595290 -0.3 0.2 0.7 -0.64
H 0.353509 2.836457 -0.766879 -0.1 -0.3 0.0 0.06
O 1.812873 -4.721330 1.710560 -0.1 0.5 0.3 -0.06
O -2.929181 -1.607755 1.509294 0.2 -0.9 0.7 -0.40
C 3.189418 1.943368 -5.933380 0.2 0.5 0.7 -0.04
H 3.648453 -1.751845 0.707894 0.1 0.0 0.2 0.10
C 3.538989 -2.349354 5.759900 0.7 -0.4 0.2 -0.20
S -3.291418 -2.106475 2.862218 -1.2 1.1 -0.8 0.42
H 2.483867 3.836172 -1.212353 -0.1 0.1 -0.1 0.06
H -0.633769 1.406531 -6.900429 -0.4 0.1 -0.1 0.08
H -4.865666 -6.629907 1.622670 0.0 -0.4 -0.1 0.10
H -4.138728 0.440664 0.285034 -0.4 0.0 0.0 0.15
H -6.154204 -2.003629 2.820015 0.1 -0.6 -0.1 0.11
O -2.212687 -2.766710 3.559348 0.5 -0.2 0.1 -0.36
C -5.187703 -5.647520 1.911002 0.1 0.9 -0.3 -0.05
C -3.010269 2.536431 2.550373 -0.4 0.3 0.7 -0.07
C -2.043396 1.446978 -5.289610 -0.2 1.1 -0.4 -0.66
H -0.569725 4.316913 -0.925214 0.1 -0.2 -0.4 0.09
H 1.938889 5.501267 -1.578922 -0.2 -0.6 -0.1 0.09
C 3.263007 0.283789 -4.084590 0.0 -0.3 0.1 -0.04
C 2.568817 0.661710 -5.389451 0.5 0.1 -0.1 -0.67
H 1.551048 -1.671240 6.096636 0.1 0.0 0.0 0.12
H 6.084595 1.781756 0.199342 -0.2 0.0 -0.1 0.10
H -5.079145 3.974013 4.833618 -0.1 0.4 0.6 0.08
C 3.809081 -4.028723 4.097724 0.1 0.2 0.1 -0.02
O 1.191790 0.913786 -5.204073 -0.2 -0.3 0.1 -0.11
H -3.108284 -0.386738 -5.707656 0.2 0.1 -0.1 0.09
Cs 0.506797 -1.070869 1.698180 -0.2 -0.2 -0.2 0.93
H -0.018818 -4.221197 0.625711 0.1 0.0 -0.3 0.01
H 3.812349 1.453166 -0.860235 0.2 0.0 0.0 0.11
O 0.278836 0.252827 -2.679403 0.3 1.0 -0.9 -0.29
C 5.223926 2.469140 2.025062 -1.1 0.0 0.6 -0.09
C 1.481116 2.595278 2.728725 0.1 0.4 0.1 -0.12
C 2.444070 -4.093584 3.892710 -0.4 0.1 -0.1 -0.12
C -6.860185 -3.952882 2.163237 0.1 -0.1 -0.2 -0.07
O 1.277696 -6.081677 3.411729 0.1 0.0 0.4 0.00
N 2.779504 2.053578 0.777222 -0.3 -0.1 0.0 0.14
O -0.621183 -3.811345 -0.029245 -0.3 0.3 0.8 -0.11
C 4.147617 -1.401989 1.606558 -0.6 0.1 -0.8 -0.22
O 5.300989 -1.537770 7.012137 -0.3 0.2 -0.1 0.02
C 4.368687 -3.188910 5.031428 0.2 0.2 0.0 -0.02
H 2.633054 2.275746 -6.792693 -0.2 0.1 -0.6 0.07
N 4.079327 -1.581005 6.867054 0.1 0.0 -0.1 -0.35
C 1.784937 -5.066021 2.924504 -0.2 -0.3 -0.8 -0.70
C -0.174413 3.452075 -1.490037 0.7 0.6 0.1 -0.03
H -3.154977 -5.016445 2.334430 -0.4 0.1 0.0 0.12
C 4.008091 2.675919 2.710310 0.6 0.1 -0.4 -0.04
H -0.943494 -0.644617 -2.198315 -0.1 -0.2 0.0 -0.02
C -5.333894 2.044935 2.084879 0.4 0.1 0.0 -0.02
C -4.205951 -4.716284 2.273499 0.1 0.5 0.4 -0.04
N 0.530945 3.135357 2.082795 -0.1 -0.7 0.2 0.04
Si 0.391758 1.377473 -3.810540 -0.3 -0.6 0.5 0.09
N -3.561616 1.164921 0.676556 0.0 0.0 0.1 0.14
H 1.396850 -0.504004 -1.721748 -0.1 -0.1 0.1 -0.02
H 3.116162 1.081861 -3.359069 0.1 0.1 0.1 0.07
C 3.925293 1.814227 0.157770 -0.5 0.0 -0.5 -0.14
C -3.344679 2.179683 -4.957348 0.4 0.0 1.0 -0.04
N 5.550274 -0.902151 2.974979 0.4 0.3 0.9 -0.29
H -7.896246 -3.627492 2.068980 0.2 0.0 0.0 0.10
C -5.894085 -3.043260 2.565257 0.0 0.9 0.1 -0.07
H -7.131787 -6.984225 0.643327 -0.2 -0.3 0.1 0.06
H 4.349674 0.148274 -4.252606 -0.5 -0.1 0.1 0.09
H -0.985612 2.902229 -1.944724 -0.4 -0.2 0.0 0.07
H -0.144221 5.807144 -2.997707 0.0 -0.2 0.1 0.08
H 2.256945 -0.230431 -7.344463 0.0 -0.1 0.2 0.08
N -1.288913 1.394569 1.267339 -0.2 0.4 -0.5 0.06
H 1.388833 2.217883 3.766857 -0.1 0.1 -0.5 0.13
H 7.316431 -0.200778 3.565240 -0.1 0.1 -0.2 0.08
H -2.656523 3.726332 4.319794 -0.2 -0.1 -0.4 0.11
C -1.637040 1.827318 -6.717674 1.0 -0.1 0.3 -0.03
C -5.712220 2.841597 3.139627 0.0 -0.3 0.4 -0.09
C 2.077457 4.483744 -1.999995 0.4 0.2 0.5 -0.03
H -6.764243 2.967576 3.360607 0.0 0.0 0.0 0.09
H 5.436478 -3.175057 5.174123 0.1 0.0 0.1 0.11
```
Forces are in eV/Å.